(1)
The following is a DFT calculation (ωB97M-V with the def2-TZVPD basis set) of a 2-piece molecular cluster, C4H7NO3 overall at a distorted geometry.

The geometry in ORCA input format:
```
! RIJCOSX wB97M-V def2-TZVPD def2/J DEFGRID3
* xyz 0 1
O -2.906 -1.428 0.131
O 1.721 0.401 -0.246
O -2.849 0.978 -0.189
N -0.160 1.759 0.144
C -2.223 -0.388 -0.137
C -0.718 -0.544 -0.275
C 2.169 -0.982 0.044
C 0.264 0.436 -0.269
H 3.368 -1.146 -0.006
H -0.133 1.722 1.548
H 1.606 -1.788 -0.596
H -0.246 -1.590 -0.483
H 0.271 2.547 -0.413
H -2.010 1.423 -0.309
H 1.846 -1.399 1.057
*
```

Calculated values
LUMO ... -0.57 eV
Energy above the lowest of the compared OMol25 structures with the same formula, charge and spin ... 543.6 kJ/mol

Löwdin population analysis, charges in e, atoms 1 to 5: 0.03 -0.12 0.02 0.00 -0.34

(2)
The following is a DFT calculation (ωB97M-V with the def2-TZVPD basis set) of a 2-piece molecular cluster, C4H7NO3 overall at a distorted geometry.

The geometry in ORCA input format:
```
! RIJCOSX wB97M-V def2-TZVPD def2/J DEFGRID3
* xyz 0 1
O -1.269 -0.283 -2.020
O -0.404 1.216 2.456
O 1.979 -0.623 0.747
N 1.050 -0.205 1.755
C -0.475 0.177 -0.981
C -0.488 -1.020 -3.041
C 0.098 0.657 1.435
C -0.858 0.771 0.199
H 0.577 -0.272 -0.955
H 1.304 -1.692 0.356
H 0.456 -0.644 -3.315
H -1.261 -1.062 -3.908
H 1.521 0.030 2.794
H -1.860 1.162 0.190
H -0.198 -2.068 -2.583
*
```

Calculated values
LUMO ... -0.29 eV
Energy above the lowest of the compared OMol25 structures with the same formula, charge and spin ... 704.5 kJ/mol

Löwdin population analysis, charges in e, atoms 1 to 5: -0.14 -0.03 -0.15 -0.06 -0.15